{"formula": "C29H32O3P2SSn", "method": "ωB97M-V/def2-TZVPD", "charge": 2, "max_force_ha_per_bohr": 0.033, "homo_lumo_gap_ev": 8.09, "spin_multiplicity": 1, "e_homo_ev": -14.37, "molar_mass_g_mol": 641.3, "elements": ["Sn", "O", "P", "C", "P", "O", "C", "C", "C", "C", "C", "C", "C", "C", "C", "C", "C", "C", "C", "C", "C", "C", "C", "C", "C", "C", "C", "C", "C", "C", "H", "H", "H", "H", "H", "H", "H", "H", "H", "H", "H", "H", "H", "H", "H", "H", "H", "H", "H", "H", "H", "H", "C", "C", "S", "O", "C", "C", "H", "H", "H", "H", "H", "H", "H", "H", "H", "H"], "positions_angstrom": [[0.1880, 0.3628, 0.5879], [-0.9736, -1.2362, -0.6930], [-2.2784, -1.3703, -1.4605], [-2.4745, 0.0581, -2.6193], [-2.2252, 1.7197, -1.8578], [-1.1980, 1.6371, -0.7424], [-3.8171, 2.2489, -1.1907], [-4.9770, 2.1922, -1.9584], [-6.1777, 2.6134, -1.4154], [-6.2255, 3.0937, -0.1147], [-5.0688, 3.1648, 0.6480], [-3.8644, 2.7509, 0.1057], [-1.5481, 2.8380, -3.1092], [-0.3459, 3.4723, -2.8064], [0.2044, 4.3769, -3.6945], [-0.4467, 4.6485, -4.8872], [-1.6442, 4.0176, -5.1921], [-2.2042, 3.1148, -4.3051], [-3.6684, -1.4431, -0.3034], [-4.6884, -2.3696, -0.4952], [-5.7295, -2.4508, 0.4145], [-5.7692, -1.5943, 1.5040], [-4.7519, -0.6684, 1.6974], [-3.6984, -0.6023, 0.8039], [-2.2420, -2.8402, -2.5089], [-1.2460, -3.7847, -2.2891], [-1.2097, -4.9395, -3.0511], [-2.1753, -5.1568, -4.0214], [-3.1706, -4.2173, -4.2399], [-3.2092, -3.0562, -3.4895], [-3.4606, 0.0092, -3.0793], [-1.7127, -0.0711, -3.3939], [-4.9526, 1.8352, -2.9788], [-7.0776, 2.5742, -2.0115], [-7.1650, 3.4243, 0.3008], [-5.1059, 3.5526, 1.6560], [-2.9472, 2.8192, 0.6779], [0.1456, 3.2550, -1.8644], [1.1300, 4.8775, -3.4504], [-0.0228, 5.3584, -5.5780], [-2.1457, 4.2402, -6.1209], [-3.1450, 2.6364, -4.5398], [-4.6572, -3.0399, -1.3405], [-6.5048, -3.1892, 0.2725], [-6.5868, -1.6562, 2.2084], [-4.7810, -0.0069, 2.5513], [-2.8796, 0.0972, 0.9750], [-0.5110, -3.6037, -1.5170], [-0.4414, -5.6780, -2.8858], [-2.1616, -6.0616, -4.6074], [-3.9253, -4.3913, -4.9900], [-3.9888, -2.3285, -3.6658], [4.5002, 0.3792, -2.6827], [4.6052, -0.0070, -1.2235], [3.4067, -1.2152, -0.5224], [2.2197, -0.3122, -0.0750], [2.7002, -2.1557, -1.9423], [1.8001, -1.3715, -2.8709], [5.2939, 1.0906, -2.9047], [3.5525, 0.8694, -2.8945], [4.6349, -0.4785, -3.3374], [4.4672, 0.8709, -0.5888], [5.5817, -0.4405, -1.0040], [2.1284, -2.9440, -1.4472], [3.5540, -2.6089, -2.4423], [1.1232, -0.7299, -2.2947], [1.1903, -2.0596, -3.4508], [2.3628, -0.7610, -3.5650]], "atomic_forces_ev_per_a": [[-0.737, -0.723, -1.358], [1.164, 0.714, 0.786], [-0.532, 0.052, -0.092], [0.213, 0.097, 0.479], [-0.252, 0.018, -0.417], [0.929, -0.526, 1.003], [0.400, -0.039, -0.281], [0.030, -0.039, 0.007], [-0.075, -0.005, -0.077], [0.065, -0.012, 0.025], [-0.023, 0.016, -0.054], [0.257, 0.003, 0.065], [-0.331, -0.292, 0.318], [0.065, -0.176, 0.296], [-0.005, 0.040, -0.057], [-0.001, -0.041, 0.057], [-0.082, -0.010, -0.063], [0.026, -0.043, 0.059], [0.287, -0.134, -0.568], [0.004, -0.015, -0.042], [-0.070, 0.007, 0.002], [0.036, -0.020, -0.073], [0.007, 0.043, 0.052], [0.305, 0.197, 0.066], [-0.130, 0.462, 0.290], [0.105, 0.105, 0.135], [-0.037, -0.042, -0.041], [0.010, 0.029, 0.039], [-0.122, 0.070, -0.026], [0.113, 0.068, 0.021], [-0.065, -0.010, -0.091], [-0.047, -0.010, -0.011], [-0.035, -0.061, -0.089], [-0.046, -0.003, -0.021], [-0.083, 0.017, 0.034], [0.016, 0.017, 0.027], [-0.058, 0.012, 0.062], [-0.027, 0.096, -0.112], [0.042, 0.021, -0.007], [0.040, 0.096, -0.115], [-0.058, 0.007, -0.081], [-0.083, -0.006, -0.080], [-0.051, -0.098, -0.020], [-0.056, -0.013, -0.002], [-0.005, 0.009, 0.028], [0.028, 0.023, 0.040], [-0.241, -0.035, -0.006], [0.049, -0.053, 0.039], [0.093, -0.060, 0.051], [0.037, -0.110, -0.065], [-0.065, -0.026, -0.103], [-0.098, 0.045, -0.046], [-0.136, 0.020, -0.004], [-0.087, -0.271, -0.001], [-0.461, 0.406, -0.534], [-0.604, 0.201, 0.125], [0.185, 0.224, 0.368], [-0.100, 0.326, 0.089], [0.054, 0.000, 0.016], [0.012, 0.002, -0.074], [-0.023, 0.002, -0.089], [-0.009, -0.196, 0.195], [-0.021, -0.051, 0.095], [0.200, -0.017, 0.100], [0.082, -0.094, -0.025], [0.086, -0.130, -0.174], [-0.057, -0.132, 0.010], [-0.027, 0.051, -0.077]]}

{"formula": "C6H22BF4O5Ti2", "method": "ωB97M-V/def2-TZVPD", "charge": 1, "max_force_ha_per_bohr": 0.057, "homo_lumo_gap_ev": [4.60, 6.78], "spin_multiplicity": 7, "e_above_lowest_ev": 2.324, "e_homo_ev": [-10.52, -12.08], "molar_mass_g_mol": 356.8, "s2": 12.001, "elements": ["Ti", "Ti", "B", "F", "F", "F", "F", "C", "O", "H", "H", "H", "H", "C", "O", "H", "H", "H", "H", "C", "O", "H", "H", "H", "H", "C", "O", "H", "H", "H", "H", "C", "C", "O", "H", "H", "H", "H", "H", "H"], "positions_angstrom": [[3.7785, -1.0026, -1.4311], [3.5676, 0.9769, 1.4603], [1.2848, -0.1071, 0.1933], [1.2706, -0.2540, -1.1964], [2.3936, -0.7615, 0.6854], [1.4823, 1.2385, 0.4718], [0.1735, -0.6076, 0.8488], [0.6326, -0.6689, -4.8190], [0.9170, -2.0372, -4.5990], [0.6221, -0.1504, -3.8532], [1.3486, -0.1953, -5.4880], [-0.3502, -0.4205, -5.2323], [0.2136, -2.4016, -4.0413], [-0.7139, -2.7740, -1.5073], [-1.0648, -3.1443, -2.8081], [-0.9338, -3.5721, -0.7871], [0.3352, -2.5598, -1.3235], [-1.3291, -1.9705, -1.0921], [-1.9020, -3.5940, -2.9262], [1.7337, -1.1914, 4.1549], [0.9062, -2.0477, 3.3927], [2.7777, -1.4067, 3.8973], [1.5023, -0.1188, 4.1895], [1.5755, -1.4421, 5.2054], [0.7868, -1.6442, 2.5274], [0.3343, 2.8931, -1.7483], [-0.2296, 1.6862, -2.1735], [0.0991, 3.6289, -2.5236], [-0.0845, 3.1774, -0.7795], [1.4268, 3.0238, -1.7619], [0.1116, 0.9486, -1.6349], [-3.4506, 2.0025, 3.1727], [-2.0499, 2.0137, 2.6130], [-1.7297, 0.6925, 2.1704], [-3.7335, 2.9747, 3.5769], [-3.5943, 1.2899, 3.9822], [-4.0742, 1.7631, 2.3111], [-1.2898, 2.3512, 3.3314], [-1.8876, 2.6925, 1.7679], [-0.8563, 0.7188, 1.7740]], "atomic_forces_ev_per_a": [[-0.627, 0.753, 0.716], [-0.155, -0.427, -1.011], [-2.925, -0.099, -0.210], [0.886, -0.845, -0.035], [2.219, -1.440, 0.718], [0.645, 1.092, 0.775], [0.709, 0.190, -0.774], [-0.470, 0.724, 0.757], [0.202, 0.043, -0.254], [0.269, 0.295, -0.119], [0.307, -0.349, 0.078], [-0.102, -0.619, -0.203], [-0.134, -0.109, -0.133], [-1.577, -0.785, 2.031], [1.233, 0.472, -1.019], [0.123, -0.303, -0.186], [0.140, 0.105, -0.933], [0.202, 0.466, -0.459], [-0.128, 0.027, 0.586], [-0.018, -0.637, 0.705], [0.008, 0.716, -0.079], [0.204, 0.384, 0.174], [-0.173, 0.081, -0.811], [0.268, -0.344, -0.046], [-0.335, -0.166, -0.003], [-0.137, 1.179, -0.545], [0.471, -0.938, 0.122], [-0.630, 0.072, 0.345], [0.191, 0.332, -0.054], [0.143, -0.938, 0.404], [-0.526, 0.877, -0.706], [0.107, 0.415, -0.518], [1.051, -0.061, 0.165], [-0.119, 0.136, 0.240], [0.028, 0.099, -0.213], [0.199, -0.248, -0.196], [-0.448, -0.082, 0.355], [-0.208, -0.150, 0.386], [-0.683, 0.174, -0.046], [-0.211, -0.094, -0.003]]}

{"formula": "C2H3N4", "method": "ωB97M-V/def2-TZVPD", "charge": 1, "max_force_ha_per_bohr": 0.073, "homo_lumo_gap_ev": [7.64, 7.64], "spin_multiplicity": 1, "e_above_lowest_ev": 1.733, "e_homo_ev": [-14.59, -14.59], "molar_mass_g_mol": 83.1, "elements": ["C", "C", "N", "N", "N", "N", "H", "H", "H"], "positions_angstrom": [[-0.6208, 0.9345, -1.5863], [-0.0777, -0.0713, 0.4690], [-1.8215, -0.9603, -0.9974], [-1.2893, -0.1952, -1.6298], [0.1469, 0.8587, -0.4951], [0.7680, -0.5905, 1.2625], [0.6761, 1.7013, -0.2605], [0.4285, -1.1544, 2.0399], [1.7900, -0.5228, 1.1977]], "atomic_forces_ev_per_a": [[1.854, 3.219, -0.415], [-1.321, -0.777, 1.014], [-0.068, 0.083, -0.832], [-1.669, -2.955, 1.207], [0.510, 0.242, -0.750], [1.014, 0.031, 0.158], [-0.070, -0.032, -0.132], [-0.036, 0.007, -0.242], [-0.214, 0.184, -0.008]]}

{"formula": "C7H13Br2InNOS", "method": "ωB97M-V/def2-TZVPD", "charge": -1, "max_force_ha_per_bohr": 0.111, "homo_lumo_gap_ev": 7.95, "spin_multiplicity": 1, "e_homo_ev": -5.16, "molar_mass_g_mol": 433.9, "elements": ["C", "C", "C", "Br", "In", "S", "N", "C", "O", "C", "Br", "C", "C", "H", "H", "H", "H", "H", "H", "H", "H", "H", "H", "H", "H", "H"], "positions_angstrom": [[-1.7305, 1.1193, -2.3017], [-2.1579, 1.8447, -0.9383], [-1.0700, 1.7813, 0.2457], [-1.9134, 0.7136, 1.7502], [0.8602, 0.7263, -0.2556], [1.9272, 1.4147, -2.4008], [2.2519, 1.2492, 1.3403], [3.4400, 0.9345, 0.9905], [4.6272, 0.6089, 0.8222], [0.4920, -1.5108, -0.0668], [1.6261, -2.3981, -1.4419], [0.8866, -1.9175, 1.4404], [-0.1999, -2.8703, 2.1676], [-2.6644, 1.1476, -2.9891], [-0.9152, 1.6756, -2.8885], [-1.4971, 0.0029, -2.1596], [-3.1226, 1.3198, -0.5778], [-2.4571, 2.9371, -1.1627], [-0.8824, 2.8552, 0.6098], [1.5627, 2.7554, -2.5868], [-0.6299, -1.6546, -0.2932], [1.8851, -2.4778, 1.4579], [0.9720, -0.9616, 2.0658], [-0.8800, -2.2024, 2.8064], [-0.7750, -3.5462, 1.4488], [0.3643, -3.5470, 2.9173]], "atomic_forces_ev_per_a": [[-1.130, 0.402, -0.569], [-0.436, -0.390, -0.062], [-0.581, 1.170, -0.951], [0.410, 0.572, -0.306], [-0.594, -0.155, -0.020], [-0.165, 1.057, -0.262], [5.156, -1.400, -2.077], [-0.560, -0.013, 1.590], [-4.552, 1.373, 0.417], [-0.531, 1.006, 1.145], [-0.565, -0.122, 0.424], [-0.565, -0.712, -0.145], [0.776, 0.228, 0.710], [1.382, -0.095, 1.012], [-0.987, -1.093, 1.162], [-0.013, 1.741, -0.103], [1.498, 0.911, -0.553], [0.585, -1.607, 0.311], [-0.431, -1.777, -0.082], [0.203, -1.324, 0.508], [1.905, -0.291, 0.264], [-1.289, 1.072, -0.188], [0.092, -1.438, -0.847], [0.622, -1.150, -1.174], [0.707, 1.090, 0.947], [-0.938, 0.945, -1.151]]}